[1]
The molecule C3H9NS in a non-equilibrium geometry. Source: the OMol25 dataset; level of theory: wB97M-V/def2-TZVPD.

## Properties
* multiplicity: 1
* E_HOMO: -0.329 hartree
* charge: 0
* SMILES: NCCCS
* energy above the lowest of the compared OMol25 structures with the same formula, charge and spin: 98.21 kJ/mol
* E_tot: -15581.31272 eV
* LUMO level: 0.9442 eV

Structure (XYZ):
```
14
Properties=species:S:1:pos:R:3:forces:R:3
S -2.42916 -1.07267 1.44130 0.51 0.76 -0.80
N 1.73351 0.71643 -1.23378 0.55 -0.20 -0.40
C 1.29070 -0.26333 -0.26139 -1.54 1.35 1.61
C -1.18466 0.04730 0.64477 1.51 1.41 1.45
C -0.23896 -0.48134 -0.43831 -0.90 -0.90 -1.03
H 1.24919 1.59109 -1.05123 0.20 -0.12 -0.09
H -0.52980 0.44768 1.44444 -0.04 -0.94 0.20
H 2.73210 0.88921 -1.18730 -0.12 0.04 0.06
H 1.72606 -1.25805 -0.28356 0.69 0.32 -0.57
H -1.57419 1.04732 0.43510 -0.93 -0.52 -0.82
H -3.27344 -0.05198 1.63232 -0.20 -0.22 0.12
H 1.43191 0.13277 0.79415 0.02 -0.63 -0.82
H -0.29810 -1.56430 -0.48339 -0.59 -0.29 0.16
H -0.63516 -0.18014 -1.45312 0.82 -0.05 0.95
```
Positions in Å, forces in eV/Å.

Atomic partial charges in e from the Löwdin method, atoms 1 to 5: 0.67 -0.02 -0.30 -0.58 -0.27

[2]
A structure of composition C18H54BF4O9S9Y in a non-equilibrium geometry. Source: the OMol25 dataset; level of theory: wB97M-V/def2-TZVPD.

## Properties
* multiplicity: 2
* E_HOMO (spin up / spin down): -0.529 / -0.529 hartree
* charge: +3
* E_tot: -148051.29549 eV
* LUMO level (spin up / spin down): -7.1606 / -11.4432 eV

Structure (XYZ):
```
96
Properties=species:S:1:pos:R:3:forces:R:3
Y 1.33280 1.70681 1.89772 -0.61 -1.67 -0.95
S 4.43855 1.07063 -0.10531 -0.17 0.66 -0.25
S -0.00441 4.02315 -0.85288 2.46 -0.52 -0.30
S -1.81170 -3.81828 2.69902 1.16 -1.39 -0.45
S -0.94203 -4.21328 -3.70284 -2.36 0.04 1.38
S -4.08340 0.72170 -4.89760 -2.88 2.86 -0.21
S -0.10969 0.71127 5.22272 0.80 1.42 -1.03
S -2.40380 2.70927 2.03660 1.08 0.93 -2.42
S 2.09278 -0.61771 -3.15776 3.22 1.23 -1.09
S 2.80482 -1.47971 3.19536 -0.75 0.95 0.57
F 0.36783 -1.53654 -0.29977 0.24 -1.73 0.43
F -0.29666 -0.00466 1.34865 -2.82 -1.02 3.19
F 1.11036 0.46402 0.05739 8.02 4.20 -2.14
F -0.80253 0.18119 -0.84488 -2.86 1.34 -1.91
O 0.45921 0.89204 3.78842 -0.59 0.81 2.40
O 2.94256 0.69199 -3.23421 -1.94 -1.94 0.24
O -2.10359 -5.19175 -3.93884 1.07 0.66 -0.26
O -0.88901 2.32621 2.00488 -2.29 1.88 0.36
O -4.72225 2.09508 -5.34110 1.98 -2.99 0.91
O 0.78977 2.93191 -0.07784 -0.14 1.45 -0.20
O 2.02314 -0.45730 2.39709 0.57 -0.21 -0.32
O -0.95159 -5.04346 3.05276 -1.09 1.97 -0.80
O 3.42363 1.35602 0.98592 -0.43 0.96 0.82
C -2.98237 2.75064 0.27184 0.10 -1.50 -0.53
C 0.01476 3.42306 -2.60638 -0.13 -0.39 0.86
C 3.65131 -2.54779 2.03042 -0.20 -0.46 0.77
C -1.90762 0.74424 5.29446 0.77 -0.81 0.04
C -3.05243 1.12992 -3.43951 -0.13 0.20 -0.63
C 6.04457 1.15816 0.73173 -0.05 1.36 -0.64
C -1.72624 -2.81738 -2.79300 0.04 0.99 -0.36
C 0.01484 -4.89642 -2.34429 -0.73 -0.73 -0.04
C 4.41866 2.59450 -1.21921 0.89 -1.47 -0.06
C -3.50845 -4.34829 2.89683 0.37 -1.34 0.55
C 2.16902 -1.38890 -4.84878 0.14 1.18 0.03
C 3.26122 -1.78997 -2.38854 -0.85 -0.96 1.12
C 1.55545 -2.60082 3.94995 1.10 -0.28 -0.94
C -1.76154 -3.64401 0.84602 -0.27 -0.71 0.46
C -2.63522 4.54509 2.09158 1.17 -0.06 1.14
C 0.11007 2.33089 6.10871 0.28 -0.02 -0.17
C -5.53511 -0.02667 -3.98014 1.16 0.31 0.20
C 1.15660 5.46254 -1.06480 -0.01 0.18 -0.37
B 0.06352 -0.23437 0.06982 -2.99 -4.02 -0.88
H 3.03342 -2.82162 -2.65672 0.17 0.00 -0.84
H -0.25399 2.32742 7.13611 -0.42 -0.51 -0.13
H -2.77059 1.77119 -0.15705 -0.35 -0.40 0.35
H -2.19229 1.67851 -3.82334 -0.10 0.03 -0.17
H -0.95348 -2.10023 -2.51614 0.45 -0.22 0.10
H -2.66223 0.24937 -2.92916 -0.32 0.00 0.22
H 2.20506 -3.19029 4.59696 -0.32 -0.47 -0.01
H 4.02539 -3.32766 2.69372 0.05 -0.35 -0.15
H 1.72029 -0.67852 -5.54311 -0.92 -0.16 0.25
H 3.36355 2.71041 -1.46704 0.13 -0.06 0.06
H 3.01130 -2.97302 1.25733 -0.02 0.21 0.05
H -0.24320 2.36404 -2.61025 -0.48 -0.01 0.59
H -5.17689 -0.86249 -3.37914 -0.14 -0.36 -0.26
H -2.41915 -2.22589 -3.39142 0.00 -0.56 -0.56
H -2.41703 1.70728 5.26039 0.24 -0.14 0.05
H 1.31402 6.14175 -0.22696 -0.73 -0.47 0.55
H -2.52123 4.82097 3.13992 -0.34 0.20 -0.02
H 0.77204 -5.55811 -2.76489 0.55 0.63 0.36
H -0.39425 3.12061 5.55185 -0.09 -0.16 -0.11
H -3.58144 4.88409 1.66984 -0.09 -0.49 0.21
H 6.09080 2.21766 0.98355 0.56 0.01 0.02
H 1.69674 -2.37076 -4.81735 -0.03 0.12 -0.17
H 1.00163 3.38004 -3.06716 0.04 0.88 0.07
H 0.16882 -4.04816 -1.67732 1.06 -0.02 -0.24
H -0.65968 -5.54144 -1.78120 -0.32 -0.09 -0.19
H -2.33716 -0.01950 4.64614 0.13 0.20 -0.23
H 4.95285 3.51518 -0.98450 -0.23 -0.15 0.99
H -2.44726 -2.87455 0.49130 0.48 0.63 0.33
H -5.89812 0.71908 -3.27291 0.04 0.25 -0.27
H -1.84300 0.26069 6.26919 -1.14 0.34 0.59
H -2.51733 3.38041 -0.48660 0.44 0.74 0.97
H 1.15767 2.60590 6.23127 0.17 -0.42 -0.43
H -6.32419 -0.28397 -4.68672 0.32 -0.07 -0.02
H 4.54037 -2.03902 1.65784 -0.31 0.23 -0.13
H -3.32931 -5.21618 3.53147 -0.01 0.04 0.52
H 0.74808 6.08965 -1.85723 -0.21 -0.15 -0.14
H 3.15563 -1.40034 -5.31200 0.48 -0.47 0.85
H 0.76144 -2.16016 4.55284 0.42 0.60 -0.24
H 3.02796 -1.88900 -1.32841 -0.03 0.81 0.29
H 6.76783 0.89216 -0.03915 0.17 0.16 0.07
H -3.65841 1.81383 -2.84524 0.06 -0.23 0.28
H 4.32449 -1.56686 -2.47675 -0.29 0.31 -0.58
H -1.82796 5.05145 1.56241 0.08 -0.33 -0.24
H 2.17494 5.20378 -1.35482 -0.22 -0.75 -0.23
H 6.25783 0.60992 1.64936 -0.81 -0.50 -0.27
H -2.13879 -4.52976 0.33492 0.09 -0.57 0.48
H 1.12397 -3.16946 3.12620 -0.06 -0.29 0.27
H -3.90050 -4.87539 2.02702 -0.41 0.85 -0.27
H -0.78167 3.98138 -3.09841 0.40 0.14 -0.35
H -2.25700 -3.11876 -1.88992 0.27 -0.67 -0.13
H -4.11447 -3.65778 3.48337 -0.16 0.09 -0.66
H -4.04955 2.96532 0.21587 -0.05 -0.21 0.47
H 4.96034 2.20810 -2.08255 -0.35 -0.08 -0.35
H -0.70210 -3.53427 0.61437 -0.23 0.53 -0.12
```
Positions in Å, forces in eV/Å.

Atomic partial charges in e from the Löwdin method, atoms 1 to 5: 1.73 0.94 0.96 0.83 1.10

[3]
A structure of composition C26H37N7O3SeTi in a non-equilibrium geometry. Source: the OMol25 dataset; level of theory: wB97M-V/def2-TZVPD.

## Properties
* multiplicity: 2
* E_HOMO (spin up / spin down): -0.378 / -0.383 hartree
* charge: +1
* energy above the lowest of the compared OMol25 structures with the same formula, charge and spin: 36.27 kJ/mol
* E_tot: -132595.21459 eV
* LUMO level (spin up / spin down): -3.0715 / -3.0662 eV

Structure (XYZ):
```
75
Properties=species:S:1:pos:R:3:forces:R:3
Se -0.91714 3.90464 -3.92273 0.03 -0.34 0.45
Ti -0.40729 0.64145 -0.36166 -0.96 0.43 1.42
O -0.11535 0.06902 -2.27785 -0.04 -0.01 -0.45
O 0.64295 -0.94639 0.01019 0.32 -0.31 0.04
O 3.23672 -4.89858 -0.18737 0.01 0.02 0.07
N -1.05359 -0.46093 2.14029 0.22 0.10 -0.21
N 1.83164 1.45627 -0.66114 -0.27 0.05 -0.03
N -0.94781 2.44086 -1.36432 0.16 -0.23 -0.15
N 6.85482 3.22277 -1.28535 0.00 -0.01 0.01
N -2.92369 1.61151 0.47284 0.18 0.01 -0.34
N -0.24138 2.30650 1.35247 0.09 -0.10 -0.29
N -2.03064 -1.01857 -0.57984 0.14 0.10 -0.15
C 0.50174 -0.82455 -4.35373 0.01 -0.05 -0.06
C 3.42595 2.78573 -1.84791 -0.18 -0.07 0.03
C -2.13820 -1.98187 0.53838 0.00 -0.01 -0.05
C 2.48829 -3.93411 -2.15576 -0.05 0.09 0.04
C 2.54929 -3.89574 -0.74280 0.06 -0.14 0.03
C -4.31043 1.13614 0.33708 0.01 0.06 0.12
C -2.73451 2.48098 1.62637 -0.05 -0.03 0.08
C -0.95683 3.01236 -2.39292 -0.12 0.47 -0.45
C -1.40601 3.20595 1.54257 0.07 -0.03 0.05
C 2.81291 1.04062 0.14659 0.06 -0.03 -0.03
C 1.81490 -2.95297 -2.81209 0.01 -0.03 0.04
C 1.16048 -1.89788 -2.12194 0.05 -0.03 -0.30
C 5.78029 2.84282 -1.15215 -0.18 -0.07 0.03
C -3.33353 -0.68046 -1.22512 0.14 -0.02 -0.04
C 1.93069 -2.88637 -0.02653 -0.04 -0.03 -0.16
C 0.45176 1.95973 2.62048 0.04 0.01 -0.12
C 4.42665 2.36422 -0.98532 0.36 0.16 -0.09
C -1.01478 0.01598 3.53251 -0.03 -0.13 -0.01
C 2.14147 2.30607 -1.64710 0.19 0.02 -0.03
C 4.12109 1.47017 0.03211 -0.15 -0.09 0.05
C -4.43569 -0.25939 -0.27174 -0.10 -0.08 -0.02
C 0.49759 -0.85896 -2.85612 0.15 -0.04 0.21
C -0.43720 1.42139 3.72438 0.00 0.10 0.11
C -2.19946 -1.33121 1.90455 -0.10 0.00 0.03
C 3.35283 -4.94064 1.23330 -0.01 0.01 -0.13
C 1.22332 -1.88145 -0.70635 -0.03 0.16 0.15
H -5.37455 -0.31011 -0.82679 0.01 0.02 0.00
H 1.24248 1.24611 2.37904 -0.03 -0.02 0.03
H 1.96401 -2.84027 1.05167 0.00 0.00 0.01
H -3.00849 -2.63120 0.40240 0.00 0.01 0.01
H 1.34785 2.61357 -2.31188 -0.05 -0.01 0.03
H -0.45297 -0.69781 4.14377 0.00 0.01 0.01
H -2.80911 1.87092 2.52912 0.02 -0.02 -0.01
H -3.67861 -1.56719 -1.76610 -0.03 0.01 0.00
H 1.77827 -2.98019 -3.89230 -0.01 0.01 0.00
H 2.53344 0.31396 0.89755 0.01 0.00 0.00
H 0.94186 2.86081 3.00396 0.01 -0.01 0.01
H -0.04191 -1.68473 -4.74989 -0.02 0.02 -0.01
H 0.42640 2.86391 0.82680 0.02 -0.04 -0.03
H -3.13137 0.09131 -1.97258 -0.01 0.03 0.03
H 0.02673 0.09343 -4.68936 -0.02 0.00 0.01
H -2.71289 2.16104 -0.35336 -0.03 0.04 0.01
H -4.88110 1.85260 -0.26187 -0.01 -0.02 -0.01
H -1.26643 3.82224 2.43590 0.00 0.01 -0.01
H 3.62264 3.47147 -2.65894 0.05 0.00 0.01
H 1.51642 -0.87666 -4.74833 0.01 0.02 0.03
H -1.52515 -1.52360 -1.30186 0.03 0.04 -0.01
H -2.27253 -2.13588 2.65027 0.03 0.01 0.01
H -2.03276 -0.00598 3.92558 -0.01 0.03 -0.02
H -3.09909 -0.72371 2.01364 0.01 0.02 -0.03
H 4.87724 1.10821 0.71309 0.03 0.02 -0.02
H 2.98517 -4.74079 -2.67435 0.00 0.00 0.00
H 2.36791 -5.03799 1.69305 0.02 0.01 0.04
H 0.16014 1.42845 4.63827 0.00 -0.01 -0.01
H -1.25876 -2.62660 0.49129 0.01 0.01 0.04
H -0.20750 -0.98621 1.94991 -0.02 -0.04 0.01
H -4.77863 1.13787 1.32405 0.03 -0.02 0.01
H -1.23450 2.14105 3.90951 -0.02 -0.02 0.00
H 3.95054 -5.81799 1.45540 0.00 0.00 0.01
H -1.42540 3.88021 0.68744 -0.05 -0.01 -0.01
H -3.51883 3.24704 1.69968 0.00 -0.01 -0.01
H 3.86003 -4.04740 1.60172 -0.01 -0.01 0.04
H -4.53241 -1.01501 0.50828 -0.01 0.01 0.01
```
Positions in Å, forces in eV/Å.

Atomic partial charges in e from the Löwdin method, atoms 1 to 5: 0.60 1.08 -0.11 -0.23 -0.05

[4]
The molecule C19H22N2O3. Source: the OMol25 dataset; level of theory: wB97M-V/def2-TZVPD.

## Properties
* multiplicity: 1
* E_HOMO: -0.293 hartree
* charge: 0
* SMILES: O=C(CN1CCOCC1)Nc1ccc(OCc2ccccc2)cc1
* energy above the lowest of the compared OMol25 structures with the same formula, charge and spin: 200.56 kJ/mol
* E_tot: -29182.47197 eV
* LUMO level: 0.6691 eV

Structure (XYZ):
```
46
Properties=species:S:1:pos:R:3:forces:R:3
O -1.40896 1.34741 -0.94950 0.16 0.12 -0.16
O 3.23837 -1.09678 3.00981 -0.05 -0.14 0.10
O -5.69241 2.28598 -3.64206 -0.13 -0.06 -0.10
N -4.13644 1.77674 -1.32500 0.08 -0.09 0.21
N -1.76660 0.28264 1.03336 -0.22 -0.14 0.29
C -0.47076 -0.03796 1.46494 0.36 -0.01 -0.04
C 0.90906 -1.04026 3.16361 0.24 0.01 -0.08
C 4.44350 -0.76364 2.35669 0.30 0.10 0.03
C 4.32910 -3.42590 -0.33886 -0.01 -0.06 0.00
C -2.15898 0.93632 -0.09675 -0.37 -0.12 0.26
C 0.67149 0.27203 0.73879 -0.23 0.08 -0.08
C 5.12713 -2.86394 -1.32021 0.03 -0.03 -0.10
C 1.92387 -0.06855 1.21950 0.28 -0.13 0.29
C 2.05815 -0.72468 2.43717 -0.32 0.09 -0.06
C -0.33608 -0.70190 2.68373 0.05 0.07 -0.13
C 4.10666 -2.74978 0.84747 0.01 0.04 0.08
C -3.68250 1.08180 -0.14431 -0.10 0.16 -0.33
C 5.70096 -1.62092 -1.11213 0.07 0.00 -0.08
C 5.47262 -0.94049 0.07023 -0.07 -0.02 0.15
C 4.67352 -1.50071 1.05859 -0.05 -0.01 0.04
C -4.35210 1.85872 -3.73994 0.26 -0.28 0.06
C -5.52426 2.19039 -1.22361 -0.08 0.17 -0.23
C -5.88345 3.01919 -2.45732 -0.12 0.03 0.37
C -3.94794 1.00366 -2.54131 0.01 0.12 -0.34
H -6.20449 1.32038 -1.16196 0.01 0.07 0.03
H -1.21626 -0.95251 3.25974 -0.09 -0.03 0.07
H -6.93692 3.30489 -2.43706 0.08 0.03 0.05
H 4.50559 0.32152 2.19361 -0.01 -0.11 0.01
H 2.78769 0.17730 0.62323 0.07 0.02 -0.04
H -5.65286 2.80183 -0.32723 -0.04 -0.02 0.00
H -5.25622 3.92297 -2.47138 -0.08 -0.04 0.02
H 6.32403 -1.17748 -1.87476 0.05 0.03 -0.07
H -3.98688 1.66674 0.73015 0.00 -0.10 0.00
H -4.56030 0.08223 -2.52565 0.03 0.04 0.00
H -3.68535 2.73101 -3.79383 -0.02 -0.07 -0.03
H -4.28044 1.28477 -4.66514 0.07 0.04 0.06
H 3.48577 -3.18644 1.61589 -0.08 -0.02 0.06
H 0.58049 0.78160 -0.20514 0.00 0.01 -0.02
H 5.30142 -3.39200 -2.24587 0.01 -0.04 -0.08
H 5.22328 -1.04398 3.07514 -0.12 0.13 -0.12
H 1.01946 -1.55131 4.10688 0.01 -0.06 0.12
H -4.13209 0.07141 -0.05279 0.04 0.11 0.05
H 5.91646 0.03256 0.22899 0.03 0.12 0.00
H 3.87930 -4.39517 -0.49574 -0.04 -0.08 -0.02
H -2.89560 0.73691 -2.62741 -0.06 -0.03 -0.04
H -2.49482 -0.00826 1.67136 0.03 0.10 -0.20
```
Positions in Å, forces in eV/Å.

Atomic partial charges in e from the Löwdin method, atoms 1 to 5: 0.08 -0.05 -0.13 -0.17 0.12

[5]
A cluster of 2 separate species, C5H10O2 in total in a non-equilibrium geometry. Source: the OMol25 dataset; level of theory: wB97M-V/def2-TZVPD.

## Properties
* multiplicity: 1
* E_HOMO (spin up / spin down): -0.322 / -0.322 hartree
* charge: 0
* energy above the lowest of the compared OMol25 structures with the same formula, charge and spin: 484.44 kJ/mol
* E_tot: -9438.02217 eV
* LUMO level (spin up / spin down): 0.6658 / 0.6658 eV

Structure (XYZ):
```
17
Properties=species:S:1:pos:R:3:forces:R:3
O -1.13712 1.47160 -0.28778 4.27 -1.47 0.76
O 1.39341 1.72990 0.25299 2.23 -2.55 -2.74
C 0.14536 -1.46525 0.94923 1.65 -2.47 -3.28
C -2.12245 0.53349 -0.11656 0.05 0.49 -0.66
C 1.48612 -0.79953 -1.20593 -1.90 -2.13 0.96
C 0.65285 -0.61757 0.02385 0.78 0.34 1.33
C 0.52017 0.75203 0.48866 -3.63 3.54 2.29
H 1.46864 -1.89321 -1.44850 0.37 1.30 -0.52
H -2.66431 0.85512 0.72465 -1.24 -0.54 1.49
H 0.23453 0.89190 1.56686 -0.52 -0.81 -1.12
H 1.23920 2.61227 0.49720 -1.23 1.35 0.89
H 0.16457 -2.59136 0.95184 0.18 1.28 -0.64
H -2.72138 0.60281 -0.96914 -1.71 0.55 -1.50
H -0.33681 -1.11005 1.76210 -1.36 1.37 2.45
H 2.41340 -0.36476 -1.06395 2.56 -0.03 1.00
H 1.20458 -0.06986 -1.91362 -1.40 0.09 -1.59
H -1.94076 -0.53755 -0.21192 0.90 -0.30 0.89
```
Positions in Å, forces in eV/Å.

Atomic partial charges in e from the Löwdin method, atoms 1 to 5: -0.19 0.07 0.09 -0.25 -0.02

[6]
A structure of composition CH4S2 in a non-equilibrium geometry. Source: the OMol25 dataset; level of theory: wB97M-V/def2-TZVPD.

## Properties
* multiplicity: 1
* E_HOMO (spin up / spin down): -0.350 / -0.349 hartree
* charge: 0
* energy above the lowest of the compared OMol25 structures with the same formula, charge and spin: 213.97 kJ/mol
* E_tot: -22770.07080 eV
* LUMO level (spin up / spin down): -2.2587 / -2.2484 eV

Structure (XYZ):
```
7
Properties=species:S:1:pos:R:3:forces:R:3
S -0.17652 -0.90113 -0.98972 -1.93 1.50 1.34
S -2.31763 0.74938 -0.26900 1.69 -1.87 -0.07
C 1.12435 -0.13985 0.01834 1.62 0.23 -0.93
H 2.09470 -0.14111 -0.66220 -1.87 -0.16 1.41
H -2.90913 0.09383 0.79901 0.71 0.19 -0.81
H 1.35634 -0.57699 1.03395 -0.54 0.36 -1.28
H 0.82789 0.91588 0.06963 0.31 -0.26 0.33
```
Positions in Å, forces in eV/Å.

Atomic partial charges in e from the Löwdin method, atoms 1 to 5: 0.47 0.25 -0.58 0.07 -0.25